{
  "formula": "C35H31BrClN3O6PS4W",
  "method": "wB97M-V/def2-TZVPD",
  "symbols": ["W", "C", "C", "N", "N", "C", "S", "S", "C", "C", "C", "C", "C", "C", "C", "C", "C", "C", "C", "C", "C", "O", "H", "H", "H", "H", "H", "H", "H", "H", "H", "H", "H", "H", "H", "H", "C", "C", "O", "H", "H", "H", "O", "Cl", "O", "O", "O", "Br", "C", "C", "C", "C", "N", "C", "H", "H", "H", "H", "S", "P", "S", "C", "C", "C", "C", "C", "C", "C", "C", "C", "C", "C", "C", "H", "H", "H", "H", "H", "H", "H", "H", "H", "H"],
  "xyz": [[-1.6254, 1.0694, 0.9488], [1.6955, 2.1901, 3.9970], [0.4073, 2.2578, 3.2205], [-0.0731, 1.1958, 2.6254], [0.6468, 0.0620, 3.0065], [0.1574, -1.1068, 3.0816], [-1.3429, -1.8888, 2.6911], [1.3154, -2.1847, 3.9165], [1.1172, -3.7809, 3.0924], [1.5390, -3.8377, 1.6410], [2.5368, -3.0152, 1.1306], [2.9404, -3.1321, -0.1918], [2.3524, -4.0760, -1.0214], [1.3492, -4.8964, -0.5216], [0.9421, -4.7711, 0.7984], [-0.2799, 3.5431, 3.2317], [0.1776, 4.5922, 4.0521], [-0.5027, 5.7821, 4.1576], [-1.6872, 5.9615, 3.4348], [-2.1645, 4.9627, 2.6248], [-1.4626, 3.7488, 2.5072], [-1.9262, 2.8610, 1.6802], [2.2506, 1.2954, 3.7527], [1.4954, 2.1960, 5.0705], [2.2890, 3.0690, 3.7518], [0.0994, -4.1489, 3.2126], [1.7627, -4.4305, 3.6915], [2.9809, -2.2573, 1.7630], [3.7074, -2.4687, -0.5735], [2.6639, -4.1607, -2.0557], [0.8734, -5.6293, -1.1623], [0.1445, -5.3985, 1.1799], [1.0793, 4.4662, 4.6320], [-0.1256, 6.5671, 4.7993], [-2.2324, 6.8945, 3.5113], [-3.0747, 5.0691, 2.0498], [-3.6864, -1.4827, 1.5200], [-2.4756, -0.6472, 1.8917], [-2.6918, 0.4698, 2.6007], [-4.3800, -0.8728, 0.9484], [-4.1837, -1.8142, 2.4371], [-3.4041, -2.3550, 0.9309], [-4.5448, 1.7529, -1.7706], [-4.0930, 2.3832, -0.5365], [-5.2184, 2.9662, 0.1716], [-3.6635, 1.1676, 0.3894], [-1.4760, 1.7956, -0.6154], [-5.3712, -1.9231, -4.2166], [-3.8210, -2.2013, -3.1642], [-3.0032, -3.2888, -3.4074], [-1.8800, -3.4428, -2.6109], [-1.6311, -2.5030, -1.6212], [-2.4256, -1.4591, -1.3960], [-3.5093, -1.3043, -2.1513], [-3.2398, -3.9911, -4.1956], [-1.2044, -4.2757, -2.7550], [-0.7576, -2.5853, -0.9835], [-4.1270, -0.4358, -1.9539], [1.6750, 2.8742, 0.0905], [1.3562, 1.2197, -0.9067], [0.3498, -0.2685, 0.0838], [2.9062, 0.3304, -1.3212], [4.0234, 0.4833, -0.5100], [5.1939, -0.2064, -0.7937], [5.2583, -1.0446, -1.8980], [4.1452, -1.1984, -2.7146], [2.9711, -0.5196, -2.4235], [0.6036, 1.4797, -2.5372], [1.2070, 2.4112, -3.3779], [0.7219, 2.5990, -4.6620], [-0.3707, 1.8614, -5.1051], [-0.9723, 0.9375, -4.2631], [-0.4848, 0.7435, -2.9781], [3.9638, 1.1562, 0.3375], [6.0592, -0.0831, -0.1545], [6.1751, -1.5749, -2.1242], [4.1891, -1.8495, -3.5790], [2.1043, -0.6469, -3.0602], [2.0476, 2.9937, -3.0191], [1.1897, 3.3262, -5.3139], [-0.7578, 2.0158, -6.1048], [-1.8347, 0.3732, -4.5958], [-0.9592, 0.0338, -2.3069]],
  "atomic_forces_ev_per_a": [[0.48, 0.38, -0.13], [0.00, 0.02, -0.01], [0.03, 0.06, -0.02], [-0.04, -0.04, -0.08], [0.01, 0.11, 0.08], [-0.01, -0.03, 0.03], [0.02, 0.01, 0.02], [-0.01, -0.04, 0.02], [0.05, -0.02, -0.03], [0.01, 0.04, 0.04], [-0.03, -0.05, -0.05], [0.03, 0.03, 0.07], [-0.02, 0.02, 0.02], [-0.01, 0.03, -0.04], [-0.01, 0.02, 0.03], [0.04, -0.02, -0.03], [0.00, 0.01, 0.01], [0.02, -0.02, 0.02], [-0.02, -0.01, -0.02], [0.00, 0.03, 0.04], [-0.03, -0.07, -0.06], [-0.22, 0.26, 0.16], [0.00, 0.00, -0.01], [0.01, -0.03, 0.00], [-0.01, 0.01, 0.01], [0.00, 0.01, -0.01], [-0.01, -0.02, -0.01], [0.00, 0.01, 0.00], [-0.11, -0.13, 0.09], [0.00, 0.01, 0.00], [0.00, 0.00, -0.01], [-0.01, -0.01, 0.00], [0.01, 0.00, 0.00], [0.00, 0.00, 0.00], [0.00, 0.00, 0.00], [0.00, 0.00, 0.00], [0.02, -0.02, -0.01], [0.11, -0.04, -0.06], [0.04, -0.10, -0.07], [0.00, 0.00, 0.00], [0.00, 0.00, 0.00], [0.00, 0.01, 0.00], [0.01, -0.01, -0.01], [-0.04, -0.07, 0.04], [-0.02, -0.02, 0.01], [0.03, 0.00, -0.14], [-0.16, -0.07, 0.27], [0.01, 0.00, 0.00], [0.00, -0.01, 0.00], [-0.01, 0.00, -0.01], [0.01, 0.01, 0.02], [-0.07, -0.07, 0.03], [-0.03, -0.10, -0.04], [0.03, -0.02, -0.01], [0.00, 0.01, 0.00], [0.00, 0.01, 0.00], [0.02, 0.00, 0.00], [-0.01, 0.03, 0.01], [0.21, 0.04, -0.05], [-0.04, 0.06, 0.09], [-0.44, -0.42, 0.20], [-0.08, 0.02, -0.06], [-0.01, 0.00, 0.07], [0.01, 0.01, 0.01], [0.03, 0.05, -0.10], [0.04, 0.06, -0.04], [0.00, 0.04, -0.01], [0.23, 0.04, -0.05], [-0.05, 0.01, -0.01], [-0.05, -0.01, -0.04], [0.04, 0.02, 0.02], [0.00, 0.00, 0.01], [-0.04, -0.20, -0.01], [0.01, 0.00, -0.01], [0.00, 0.00, 0.00], [0.00, -0.01, 0.00], [0.01, -0.01, 0.00], [-0.02, 0.01, 0.00], [-0.01, 0.01, 0.01], [0.00, 0.00, -0.01], [0.00, 0.00, 0.00], [-0.02, 0.00, -0.01], [0.12, 0.20, -0.15]],
  "charge": -1,
  "relative_energy_ev": 0.019,
  "lumo_energy_ev": 2.176
}

{
  "formula": "C35H31F3FeN7O2S2Se",
  "method": "wB97M-V/def2-TZVPD",
  "symbols": ["Fe", "O", "C", "O", "C", "C", "C", "N", "C", "C", "C", "C", "C", "C", "C", "N", "C", "C", "C", "C", "C", "N", "H", "H", "H", "H", "H", "H", "H", "H", "H", "H", "F", "C", "F", "F", "C", "C", "C", "C", "N", "C", "S", "H", "H", "H", "C", "C", "C", "C", "C", "C", "Se", "C", "C", "C", "H", "H", "H", "H", "H", "H", "H", "H", "H", "H", "H", "C", "C", "C", "N", "N", "C", "N", "S", "H", "H", "H", "H", "H", "H", "H"],
  "xyz": [[-0.0979, 0.1809, 1.0080], [-4.1224, -5.2544, 2.1105], [-2.9246, -5.3840, 1.8723], [-2.2496, -6.3557, 1.5438], [-2.1163, -4.0749, 2.0073], [-0.7594, -4.0460, 1.7387], [-0.0812, -2.8392, 1.7780], [-0.7033, -1.6741, 2.0497], [-2.0038, -1.7183, 2.3919], [-2.7343, -2.8946, 2.3824], [-2.5817, -0.4100, 2.7841], [-3.9117, -0.2560, 3.1656], [-4.3575, 1.0058, 3.5134], [-3.4673, 2.0695, 3.4815], [-2.1651, 1.8217, 3.0819], [-1.7311, 0.6142, 2.7378], [1.3827, -2.7530, 1.5874], [2.1906, -3.8778, 1.4475], [3.5537, -3.6983, 1.3114], [4.0679, -2.4108, 1.3186], [3.1820, -1.3541, 1.4512], [1.8742, -1.5210, 1.5844], [-0.2904, -4.9864, 1.4963], [-3.7822, -2.9515, 2.6285], [-4.5809, -1.0999, 3.1824], [-5.3870, 1.1563, 3.8036], [-3.7719, 3.0703, 3.7424], [-1.4391, 2.6235, 3.0174], [1.7648, -4.8666, 1.4520], [4.2058, -4.5536, 1.2010], [5.1262, -2.2256, 1.2183], [3.5306, -0.3308, 1.4251], [-3.1080, 3.8054, -1.7369], [-3.9549, 3.1401, -0.9414], [-3.9665, 3.7840, 0.2323], [-5.1765, 3.3198, -1.4681], [-3.5987, 1.6829, -0.7926], [-4.4978, 0.7030, -1.1594], [-4.1669, -0.6412, -1.0060], [-2.9381, -0.9382, -0.4569], [-2.0749, 0.0013, -0.0804], [-2.3503, 1.3073, -0.2576], [-1.0845, 2.3646, 0.2313], [-5.4549, 0.9844, -1.5714], [-4.8428, -1.4286, -1.2934], [-2.6271, -1.9633, -0.3008], [2.3952, 0.1416, -6.9859], [2.0197, 0.0182, -5.5401], [1.8482, -1.2282, -4.9515], [1.4938, -1.3688, -3.6198], [1.3177, -2.7415, -3.0430], [1.3138, -0.1984, -2.8548], [0.8726, -0.4106, -1.0431], [1.4776, 1.0827, -3.4251], [1.2828, 2.3666, -2.6804], [1.8295, 1.1523, -4.7661], [2.5554, -0.8338, -7.4382], [3.3074, 0.7258, -7.1007], [1.6108, 0.6502, -7.5459], [1.9881, -2.1189, -5.5502], [1.4341, -3.4907, -3.8218], [0.3338, -2.8607, -2.5901], [2.0530, -2.9374, -2.2580], [1.1061, 2.2235, -1.6193], [0.4263, 2.9042, -3.0883], [2.1586, 3.0027, -2.8092], [1.9561, 2.1285, -5.2181], [3.3225, 4.7465, 0.1571], [3.9926, 3.8283, 1.1716], [3.0016, 2.9283, 1.8345], [2.1417, 2.2258, 1.2003], [1.3345, 1.4904, 2.0179], [1.6175, 1.6476, 3.2845], [0.9741, 0.9953, 4.2587], [2.9192, 2.7476, 3.5668], [4.0702, 5.3192, -0.3840], [2.6467, 5.4412, 0.6501], [2.7435, 4.1643, -0.5544], [4.5163, 4.4094, 1.9347], [4.7435, 3.2038, 0.6780], [0.2196, 0.3846, 3.9899], [1.1979, 1.1332, 5.2310]],
  "atomic_forces_ev_per_a": [[-0.56, 0.56, 1.24], [-1.07, 0.18, 0.19], [0.25, 0.33, 0.16], [0.64, -0.81, -0.31], [0.09, 0.18, -0.04], [0.01, 0.18, 0.04], [-0.28, 0.01, 0.16], [-0.15, -0.49, -0.26], [0.12, -0.10, 0.07], [0.15, 0.16, 0.04], [-0.19, -0.17, 0.01], [0.15, 0.03, -0.03], [0.12, 0.05, -0.04], [0.06, -0.11, -0.01], [-0.06, 0.27, 0.18], [0.07, 0.06, 0.07], [-0.07, -0.13, -0.06], [0.02, 0.11, 0.00], [0.00, 0.02, 0.00], [-0.06, 0.08, 0.01], [0.20, -0.07, -0.06], [0.02, 0.33, 0.04], [0.03, -0.07, -0.04], [-0.12, 0.02, 0.04], [-0.04, -0.08, -0.01], [-0.06, 0.02, 0.02], [-0.02, 0.08, 0.02], [-0.06, -0.03, 0.01], [-0.04, -0.09, 0.00], [0.03, -0.02, 0.00], [0.07, 0.02, -0.01], [0.04, 0.15, 0.02], [0.24, -0.02, -0.19], [0.10, 0.02, -0.05], [0.05, 0.06, 0.43], [-0.32, -0.24, -0.16], [-0.11, 0.11, -0.04], [0.06, -0.06, 0.00], [0.06, 0.14, 0.04], [-0.11, -0.07, -0.10], [0.13, -0.01, -0.03], [0.00, 0.15, -0.02], [0.04, 0.11, -0.23], [-0.07, 0.03, -0.02], [-0.07, -0.07, -0.03], [0.01, -0.06, 0.00], [0.01, 0.00, -0.04], [0.00, -0.01, -0.02], [-0.04, -0.06, 0.06], [-0.01, 0.11, -0.03], [0.05, -0.08, 0.07], [-0.11, 0.44, 0.04], [0.67, -0.74, -0.94], [0.03, -0.26, -0.11], [-0.01, 0.05, 0.09], [-0.01, 0.00, 0.09], [0.01, -0.05, -0.03], [0.05, 0.03, -0.02], [-0.04, 0.03, -0.03], [0.01, -0.05, -0.03], [0.02, -0.06, -0.04], [-0.01, -0.01, 0.00], [-0.05, 0.00, -0.04], [0.00, -0.03, 0.06], [-0.05, 0.03, 0.02], [0.05, 0.05, -0.02], [0.01, 0.07, -0.03], [0.02, -0.01, -0.02], [0.16, 0.01, 0.01], [0.17, 0.12, -0.10], [0.04, 0.16, -0.13], [0.12, -0.25, 0.08], [0.01, -0.12, -0.05], [-0.01, -0.09, 0.49], [-0.10, -0.03, -0.03], [0.07, 0.08, -0.06], [-0.07, 0.06, 0.04], [-0.03, -0.04, -0.06], [0.00, -0.02, -0.06], [-0.03, 0.04, 0.03], [-0.14, -0.07, 0.02], [-0.09, -0.06, -0.26]],
  "spin_multiplicity": 6,
  "charge": 0,
  "relative_energy_ev": 0.720,
  "lumo_energy_ev": [-0.550, -2.064],
  "s_squared": 8.781
}